Entry 1:
Below is an isolated ion of composition C4H8NO and charge +1, with properties calculated with ωB97M-V with the def2-TZVPD basis set.

```
14
Properties=species:S:1:pos:R:3:lowdin_charge:R:1
C -0.551 -2.266 -0.462 0.140
C 0.159 1.291 -0.259 -0.051
C -0.993 0.180 0.042 -0.126
C 1.322 0.882 0.786 -0.277
N -0.398 -1.074 -0.178 0.094
O 1.744 -0.299 0.397 0.065
H 0.308 -3.028 -0.727 0.182
H -1.501 -2.573 -0.865 0.123
H 0.445 1.084 -1.240 0.094
H -0.229 2.286 -0.086 0.126
H -1.218 0.494 1.094 0.149
H -1.865 0.404 -0.728 0.202
H 1.972 1.611 0.438 0.128
H 0.804 1.009 1.787 0.150
```

Energy: -7802.5276 eV
HOMO level (spin up / spin down): -15.3420 / -14.9820 eV
Spin multiplicity: 1
Net charge: +1
HOMO-LUMO gap (spin up / spin down): 7.803 / 8.694 eV

***

Entry 2:
Below is a 2-piece molecular cluster, C4H8NO overall, with properties calculated with ωB97M-V with the def2-TZVPD basis set.

```
14
Properties=species:S:1:pos:R:3:lowdin_charge:R:1
C 0.811 -0.109 0.603 -0.245
C -0.144 0.918 1.153 -0.014
C 2.132 -0.762 0.518 0.011
C -1.699 -0.363 -1.420 0.014
N -0.320 -0.071 0.056 0.093
O -2.073 0.812 -1.757 0.115
H -0.514 0.766 2.161 0.104
H 0.250 1.913 0.890 0.110
H 2.689 0.145 -0.066 0.172
H 2.115 -1.832 0.175 0.112
H 2.585 -0.759 1.506 0.083
H -0.796 -0.795 -1.849 0.122
H -2.352 -1.079 -0.881 0.143
H -2.685 1.214 -1.090 0.179
```

Energy: -7804.5794 eV
HOMO level: -14.9908 eV
Spin multiplicity: 1
Net charge: +1
HOMO-LUMO gap: 10.890 eV

***

Entry 3:
Below is a 2-piece molecular cluster, C4H8NO overall, with properties calculated with ωB97M-V with the def2-TZVPD basis set.

```
14
Properties=species:S:1:pos:R:3:lowdin_charge:R:1
C 2.409 1.185 -0.428 0.175
C -2.250 -1.147 -0.259 -0.193
C -1.442 -0.242 0.530 -0.174
C 3.302 0.334 -0.093 0.018
N -2.768 0.270 -0.068 0.045
O 4.114 -0.580 0.270 0.258
H 1.416 0.932 -0.040 0.102
H 2.604 2.037 -1.019 0.113
H -1.932 -1.358 -1.268 0.088
H -2.922 -1.944 0.122 0.117
H -1.281 -0.404 1.588 0.023
H -2.277 0.712 -0.731 0.057
H -3.644 0.572 0.328 0.157
H 4.671 -0.366 1.069 0.214
```

Energy: -7800.9424 eV
HOMO level (spin up / spin down): -10.1849 / -10.1845 eV
Spin multiplicity: 1
Net charge: +1
HOMO-LUMO gap (spin up / spin down): 4.515 / 4.515 eV

***

Entry 4:
Below is an isolated ion of composition C4H8NO and charge +1, with properties calculated with ωB97M-V with the def2-TZVPD basis set.

```
14
Properties=species:S:1:pos:R:3:lowdin_charge:R:1
C 1.163 0.980 -0.294 -0.029
N 0.957 -0.124 0.545 -0.047
C -0.229 -0.883 0.351 -0.135
C -1.257 -0.496 -0.697 -0.073
C -1.887 -0.129 0.469 -0.164
O -2.422 0.383 1.351 0.256
H 0.860 0.580 -1.307 0.135
H 0.616 1.865 -0.094 0.112
H 2.213 1.242 -0.238 0.122
H 1.071 0.204 1.585 0.240
H 1.787 -0.750 0.429 0.207
H -0.242 -1.909 0.574 0.121
H -1.711 -1.224 -1.406 0.174
H -0.921 0.262 -1.267 0.079
```

Energy: -7804.6524 eV
SMILES string: C[NH2+][C@@H]1CC1=O
HOMO level: -13.0065 eV
Spin multiplicity: 1
Net charge: +1
HOMO-LUMO gap: 9.260 eV

***

Entry 5:
Below is C4H8NO as an isolated structure, with properties calculated with ωB97M-V with the def2-TZVPD basis set.

```
14
Properties=species:S:1:pos:R:3:lowdin_charge:R:1
C -0.124 -0.913 -1.030 0.375
C 3.159 0.826 -1.296 -0.061
C -0.310 0.343 1.128 0.018
C -1.950 -1.020 -0.269 0.003
N -0.614 -0.442 -0.005 -0.213
O 2.070 0.547 -0.862 -0.048
H 3.720 1.695 -0.925 0.098
H 3.649 0.246 -2.091 0.099
H 0.714 0.708 1.044 0.097
H -0.417 -0.258 2.035 0.128
H -1.001 1.185 1.193 0.127
H -1.926 -1.579 -1.224 0.115
H -2.679 -0.215 -0.377 0.133
H -2.212 -1.722 0.523 0.132
```

Energy: -7804.0045 eV
HOMO level: -14.1491 eV
Spin multiplicity: 1
Net charge: +1
HOMO-LUMO gap: 9.170 eV

***

Entry 6:
Below is a 2-piece molecular cluster, C4H8NO overall, with properties calculated with ωB97M-V with the def2-TZVPD basis set.

```
14
Properties=species:S:1:pos:R:3:lowdin_charge:R:1
C 0.769 -1.100 -1.370 -0.109
C 0.606 -0.775 -0.224 -0.165
C 0.867 -1.624 -2.701 -0.100
C -1.072 1.904 2.120 0.161
N 0.405 -0.316 1.032 0.050
O -2.190 1.767 1.489 0.159
H 0.926 -0.726 -3.393 0.105
H 1.888 -2.212 -2.699 0.130
H 0.003 -2.259 -2.828 0.077
H -0.310 2.696 1.899 0.145
H -0.872 1.463 3.105 0.131
H 0.162 -1.219 1.470 0.128
H 1.080 0.250 1.521 0.094
H -2.263 2.150 0.579 0.194
```

Energy: -7803.6048 eV
HOMO level (spin up / spin down): -12.1361 / -12.1373 eV
Spin multiplicity: 1
Net charge: +1
HOMO-LUMO gap (spin up / spin down): 5.514 / 5.516 eV

***

Entry 7:
Below is an isolated ion of composition C4H8NO and charge +1, with properties calculated with ωB97M-V with the def2-TZVPD basis set.

```
14
Properties=species:S:1:pos:R:3:lowdin_charge:R:1
C -0.760 -1.845 1.615 0.277
C 0.250 -1.315 0.901 -0.249
C -0.059 0.301 0.725 -0.027
C -0.330 1.490 -1.418 -0.038
N 0.624 0.868 -0.510 0.003
O 0.995 -0.241 1.406 0.011
H -1.131 -2.744 1.263 0.099
H -1.066 -1.225 2.402 0.113
H 0.802 -1.774 0.196 0.110
H -1.004 2.161 -0.972 0.090
H 0.138 1.946 -2.335 0.133
H -0.991 0.781 -1.820 0.084
H 1.343 1.508 -0.345 0.146
H 1.190 0.089 -1.108 0.247
```

Energy: -7802.3545 eV
HOMO level: -13.6491 eV
Spin multiplicity: 1
Net charge: +1
HOMO-LUMO gap: 7.671 eV

***

Entry 8:
Below is an isolated ion of composition C4H8NO and charge +1, with properties calculated with ωB97M-V with the def2-TZVPD basis set.

```
14
Properties=species:S:1:pos:R:3:lowdin_charge:R:1
C 0.184 0.998 -2.563 -0.068
C 0.054 0.506 -1.229 -0.069
C -0.299 0.118 -0.153 0.006
C -0.816 -0.364 1.160 -0.312
N 0.581 -0.313 1.917 0.217
O -1.121 -1.665 1.003 0.039
H 1.203 1.069 -3.024 0.107
H -0.437 0.348 -3.117 0.081
H 0.037 2.144 -2.455 0.139
H -1.591 0.235 1.818 0.216
H 1.122 -1.124 1.648 0.158
H 1.128 0.526 1.639 0.174
H 0.520 -0.263 2.935 0.166
H -0.566 -2.215 0.421 0.146
```

Energy: -7805.6273 eV
SMILES string: CC#C[C@H]([NH3+])O
HOMO level: -14.3068 eV
Spin multiplicity: 1
Net charge: +1
HOMO-LUMO gap: 10.677 eV

***

Entry 9:
Below is C4H8NO2 as an isolated structure, with properties calculated with ωB97M-V with the def2-TZVPD basis set.

```
15
Properties=species:S:1:pos:R:3:lowdin_charge:R:1
C -1.576 -0.081 -0.517 -0.654
N -0.126 0.102 -0.997 0.164
C -1.582 0.530 1.069 -0.032
C 0.835 -0.641 -0.254 -0.085
C 2.280 -0.106 -0.400 -0.527
O 3.145 -0.549 0.550 -0.379
O -2.132 -1.234 -0.520 -0.230
H -2.178 0.554 -1.103 0.079
H -2.606 0.566 1.328 0.048
H -0.807 0.010 1.548 0.032
H -1.200 1.557 1.041 0.052
H 0.305 0.397 0.221 0.173
H 0.649 -1.655 0.108 0.145
H 2.380 1.026 -0.561 0.099
H 2.615 -0.476 -1.514 0.116
```

Energy: -9856.6385 eV
HOMO level: -3.4259 eV
Spin multiplicity: 1
Net charge: -1
HOMO-LUMO gap: 5.837 eV

***

Entry 10:
Below is an isolated ion of composition C4H8NO2 and charge -1, with properties calculated with ωB97M-V with the def2-TZVPD basis set.

```
15
Properties=species:S:1:pos:R:3:lowdin_charge:R:1
C 1.304 1.442 0.846 -0.025
C 1.492 0.020 0.374 -0.569
O 2.399 -0.684 0.797 -0.005
N 0.662 -0.399 -0.617 0.047
C -0.759 -0.039 -0.745 -0.219
C -1.727 -1.147 -0.314 -0.590
O -2.994 -0.750 -0.363 -0.348
H 0.892 2.060 0.045 0.073
H 0.534 1.446 1.624 0.083
H 2.194 1.865 1.299 0.070
H 0.843 -1.370 -0.835 0.126
H -1.033 0.290 -1.748 0.101
H -0.961 0.828 -0.111 0.093
H -1.360 -1.502 0.697 0.085
H -1.486 -2.060 -0.949 0.078
```

Energy: -9863.0335 eV
SMILES string: CC(=O)NCC[O-]
HOMO level: -2.6239 eV
Spin multiplicity: 1
Net charge: -1
HOMO-LUMO gap: 6.394 eV

***

Entry 11:
Below is an isolated ion of composition C4H8NO2 and charge -1, with properties calculated with ωB97M-V with the def2-TZVPD basis set.

```
15
Properties=species:S:1:pos:R:3:lowdin_charge:R:1
C -0.788 1.490 -0.788 -0.064
C 0.302 0.405 -0.659 -0.464
C -0.275 -0.871 -1.163 -0.264
O -1.421 -1.213 -1.502 -0.004
N 0.660 -0.018 0.629 -0.063
C 0.534 -1.024 1.729 -0.644
O 1.423 -1.028 2.658 -0.259
H -0.184 2.325 -0.504 0.050
H -1.059 1.680 -1.800 0.056
H -1.569 1.171 -0.046 0.103
H 1.130 0.670 -1.365 0.130
H 0.593 -1.520 -1.469 0.120
H 0.711 0.817 1.285 0.118
H 0.518 -1.976 0.945 0.097
H -0.577 -0.908 2.050 0.088
```

Energy: -9860.1871 eV
SMILES string: C[C@H](C=O)NC[O-]
HOMO level: -2.7766 eV
Spin multiplicity: 1
Net charge: -1
HOMO-LUMO gap: 6.623 eV

***

Entry 12:
Below is an isolated ion of composition C4H8NO2 and charge -1, with properties calculated with ωB97M-V with the def2-TZVPD basis set.

```
15
Properties=species:S:1:pos:R:3:lowdin_charge:R:1
C -1.100 -1.144 -1.592 -0.105
C -0.810 -0.712 -0.090 -0.260
C 0.611 -0.174 0.140 -0.267
N 0.631 0.717 1.280 0.006
C 1.418 1.944 1.253 -0.801
O 1.298 2.620 2.296 -0.104
O 2.062 2.111 0.200 -0.085
H -1.060 -2.232 -1.618 0.051
H -0.372 -0.676 -2.242 0.054
H -2.100 -0.735 -1.739 0.052
H -1.591 -0.023 0.264 0.091
H -1.029 -1.582 0.541 0.084
H 0.883 0.437 -0.724 0.094
H 1.252 -1.073 0.101 0.106
H -0.092 0.519 1.929 0.083
```

Energy: -9864.1678 eV
SMILES string: CCCNC(=O)[O-]
HOMO level: -3.9901 eV
Spin multiplicity: 1
Net charge: -1
HOMO-LUMO gap: 7.805 eV